No. 1
The following is a quantum chemistry calculation of C18H26ClNO4S in the gas phase, from the Open Molecules 2025 dataset.

## Properties
Kohn-Sham gap = 9.461 eV
E = -1915.6131 Ha
lowest unoccupied orbital energy = 0.0169 hartree
molar mass = 387.9 u
highest occupied orbital energy = -9.00 eV

Structure (ORCA input):
```
! wB97M-V def2-TZVPD RIJCOSX def2/J DEFGRID3
* xyz 0 1
C -6.659 -0.852 -0.660
C -5.452 -0.358 0.152
C -5.733 -0.669 1.627
C -5.315 1.148 -0.108
C -4.228 -1.146 -0.355
O -4.362 -1.945 -1.266
N -3.014 -1.009 0.242
C -2.523 0.008 1.140
C -1.595 0.969 0.388
C -0.405 0.191 -0.199
O 0.381 -0.392 0.812
C 0.465 1.126 -1.052
S 1.208 2.466 -0.051
O 0.632 3.716 -0.461
O 1.116 2.146 1.356
C 2.993 2.475 -0.499
C 3.532 1.105 -0.307
C 3.841 0.296 -1.397
C 4.271 -1.006 -1.214
C 4.384 -1.510 0.072
Cl 4.909 -3.136 0.306
C 4.082 -0.719 1.170
C 3.663 0.583 0.976
C -0.942 -0.955 -1.072
C -1.917 -1.813 -0.267
H -7.565 -0.350 -0.329
H -6.784 -1.924 -0.538
H -6.510 -0.654 -1.718
H -5.834 -1.744 1.762
H -6.669 -0.199 1.923
H -4.955 -0.319 2.297
H -6.281 1.626 0.042
H -4.600 1.637 0.546
H -5.011 1.319 -1.139
H -3.332 0.564 1.602
H -1.947 -0.488 1.929
H -1.228 1.738 1.068
H -2.143 1.452 -0.422
H 0.705 0.328 1.379
H -0.104 1.624 -1.831
H 1.296 0.569 -1.476
H 3.434 3.206 0.175
H 3.048 2.826 -1.525
H 3.756 0.689 -2.400
H 4.513 -1.627 -2.062
H 4.173 -1.122 2.166
H 3.416 1.200 1.826
H -0.107 -1.573 -1.402
H -1.450 -0.544 -1.945
H -2.337 -2.598 -0.897
H -1.388 -2.257 0.579
*
```

***

No. 2
The following is a quantum chemistry calculation of C18H26ClP in the gas phase at a distorted geometry, from the Open Molecules 2025 dataset.

## Properties
Kohn-Sham gap = 7.365 eV
E = -1502.8954 Ha
lowest unoccupied orbital energy = 0.0259 hartree
molar mass = 308.8 u
highest occupied orbital energy = -6.66 eV

Structure (ORCA input):
```
! wB97M-V def2-TZVPD RIJCOSX def2/J DEFGRID3
* xyz 0 1
Cl -4.311 4.611 1.663
C -3.210 3.311 1.262
C -2.576 3.338 0.063
C -1.614 2.282 -0.211
C -1.409 1.269 0.697
P -0.020 0.108 0.219
C 1.789 0.539 0.416
C 2.579 -0.149 -0.598
C 4.007 0.217 -0.590
C 4.203 1.770 -0.451
C 3.441 2.367 0.739
C 2.001 2.059 0.413
C -0.499 -1.644 -0.315
C -1.603 -2.143 0.691
C -2.078 -3.590 0.499
C -2.381 -3.788 -1.000
C -1.419 -3.135 -1.922
C -1.000 -1.726 -1.753
C -1.920 1.410 1.965
C -2.852 2.361 2.203
H -2.680 4.102 -0.806
H -1.134 2.137 -1.187
H 2.055 0.055 1.365
H 2.456 -1.215 -0.360
H 2.105 0.002 -1.534
H 4.409 -0.184 -1.498
H 4.503 -0.272 0.189
H 5.194 2.079 -0.450
H 3.784 2.205 -1.414
H 3.880 1.685 1.618
H 3.734 3.485 0.792
H 1.477 2.486 1.355
H 1.557 2.486 -0.489
H 0.432 -2.225 -0.233
H -1.178 -1.900 1.666
H -2.526 -1.633 0.611
H -1.278 -4.282 0.939
H -2.902 -3.739 1.242
H -3.381 -3.386 -1.241
H -2.387 -4.893 -1.192
H -1.834 -3.265 -2.966
H -0.526 -3.820 -1.814
H -0.159 -1.422 -2.406
H -1.645 -0.900 -2.044
H -1.679 0.709 2.721
H -3.406 2.237 3.149
*
```

***

No. 3
The following is a quantum chemistry calculation of a molecular structure, C18H26KN2Si, from the Open Molecules 2025 dataset.

## Properties
Kohn-Sham gap = 5.227 eV
E = -1700.4752 Ha
lowest unoccupied orbital energy = 0.0874 hartree
molar mass = 337.6 u
highest occupied orbital energy = -2.85 eV

Structure (ORCA input):
```
! wB97M-V def2-TZVPD RIJCOSX def2/J DEFGRID3
* xyz -1 1
K 2.229 0.507 -0.036
C 0.659 0.235 -3.392
C 0.084 -0.692 -2.318
C -1.338 -0.333 -1.963
C -2.403 -0.914 -2.638
C -3.711 -0.527 -2.376
C -3.945 0.479 -1.449
C -2.902 1.087 -0.755
C -3.181 2.289 0.120
C -2.658 3.588 -0.497
C -1.592 0.639 -0.984
N -0.493 1.226 -0.318
C -0.442 1.165 0.968
C 0.559 1.794 1.789
C 0.612 1.707 3.193
C 1.713 2.465 3.586
C 2.267 2.967 2.388
N 1.589 2.573 1.303
H 1.699 -0.014 -3.614
H 0.611 1.275 -3.061
H 0.092 0.155 -4.322
H 0.704 -0.630 -1.430
H 0.133 -1.732 -2.645
H -2.199 -1.683 -3.376
H -4.538 -0.990 -2.899
H -4.958 0.822 -1.266
H -2.765 2.167 1.121
H -4.263 2.364 0.252
H -1.576 3.561 -0.625
H -2.902 4.446 0.132
H -3.108 3.747 -1.481
H -1.174 0.570 1.528
H -0.071 1.151 3.821
H 2.078 2.632 4.588
H 3.143 3.598 2.290
C 2.303 -4.167 -0.305
Si 2.790 -2.497 0.525
C 3.973 -3.133 1.912
C 1.189 -2.202 1.604
H 2.090 -4.948 0.440
H 3.088 -4.535 -0.973
H 1.402 -4.034 -0.915
H 3.561 -4.003 2.443
H 4.150 -2.344 2.653
H 4.951 -3.413 1.505
H 0.941 -3.076 2.220
H 0.315 -1.993 0.970
H 1.300 -1.346 2.283
*
```